The following is a DFT calculation (wB97M-V/def2-TZVPD) of a structure of composition C16H34OP2W in a non-equilibrium geometry.

```
! RIJCOSX wB97M-V def2-TZVPD def2/J DEFGRID3
* xyz 2 3
C 1.03209 -3.73508 2.19979
H 4.35990 -0.53010 1.45448
H -3.91487 3.86643 -2.30735
H 0.92160 -1.23593 3.98305
H -1.02498 1.53780 2.38687
H -5.95849 3.10301 -1.19858
P 2.91988 -0.42328 -0.52258
C -1.00762 1.14666 1.34840
H -3.77498 -0.70714 0.17042
H -0.30055 -0.94760 -2.23041
H -0.35623 0.25727 1.40701
C -0.90966 1.02830 -1.79118
C -5.95842 2.14692 -0.65013
H -2.64776 3.18538 -3.40450
H 2.36316 -0.36840 3.36498
H 3.29437 -3.36053 0.69388
H -1.42282 -1.98652 -0.06334
H 1.71838 -4.13736 2.96332
C 3.35799 -1.47961 -1.97610
C -0.30519 2.23534 0.46611
C -0.61915 -0.38656 -1.32313
C 1.87442 -1.34872 3.44765
H 2.52829 -2.04367 3.99203
H 4.10274 1.59867 0.11035
C -2.76058 -0.30189 0.09142
H 0.24196 -0.41826 -0.62974
H 3.81852 -2.75226 2.28841
C 3.31738 -2.47218 1.35246
H -0.50189 3.24707 0.87855
H -6.28601 2.34277 0.38679
W -2.84697 1.66293 -1.06806
C -3.43766 2.95223 -2.68128
H 1.07581 -4.35925 1.29268
C 4.04136 1.00220 -0.81316
C 4.03903 -1.28502 0.71328
C -2.40854 0.77950 0.95677
H 0.00250 -3.71745 2.58937
H 5.04191 0.62903 -1.08195
H -2.36127 -1.66172 -1.49014
H -4.19343 2.32249 -3.16098
H 4.45195 -1.57629 -2.02835
P 1.54136 -2.02171 1.75748
C -1.81181 -1.14935 -0.68255
H -0.47159 3.16382 -1.50263
H 4.92850 -1.63549 0.17265
C -0.72565 2.22922 -0.98532
O -4.68210 1.56539 -0.62835
H 2.97632 -1.00463 -2.89152
H 3.63955 1.62255 -1.62827
H 2.90151 -2.47312 -1.86098
H -3.19979 1.17360 1.59557
H -0.74854 1.14246 -2.86807
H -6.64917 1.45821 -1.18095
H 0.79524 2.11988 0.58581
*
```

Values from the calculation:
<S²>: 2.020
M, g mol⁻¹: 488.2
Frontier orbital gap (spin up / spin down), eV: 6.8 / 5.2
E_HOMO (spin up / spin down), eV: -14.8 / -14.6
E_LUMO (spin up / spin down), eV: -8.01 / -9.43
E, Eh: -1454.28365

***

The following is a DFT calculation (wB97M-V/def2-TZVPD) of a structure of composition C16H34P2Pt in a non-equilibrium geometry.

```
! RIJCOSX wB97M-V def2-TZVPD def2/J DEFGRID3
* xyz 2 5
H 1.74183 0.92656 -3.57188
H 2.11413 4.22782 1.60596
H -1.17046 -4.41462 1.32327
C -1.15956 1.01613 -1.63056
H 0.65688 -2.15988 3.86094
H -2.62927 -1.63956 -3.06859
H 0.03399 1.60216 4.05445
C -2.24701 0.37578 -2.49633
H -3.10279 0.26985 -1.82799
H -1.66312 1.76687 3.39319
H -1.85414 -3.03387 0.45862
H 1.02410 2.50795 -0.37013
H -1.09504 4.14367 0.20684
H 1.15886 4.69751 3.02021
H -2.02794 2.66095 0.60887
H 2.42312 -0.88958 -2.30690
C 1.21830 2.04213 0.62008
C 0.14667 1.15132 -2.20335
H -1.09019 -2.62812 3.56900
H 1.88364 -3.63761 0.09750
H -1.38979 -2.56764 -1.42933
C -0.93114 -3.57806 0.66406
C 1.09236 4.37121 1.96981
H 2.23019 2.27952 0.86754
C 1.42194 -1.02316 -2.75412
H -0.54016 -3.91367 -0.29482
H 0.62797 5.17970 1.38909
Pt -0.43323 -0.46563 -0.35636
H 0.29275 0.21705 -4.15409
H -0.70727 0.24159 3.20930
P 0.17567 -2.31634 1.45031
H 0.22172 -3.82059 3.35978
H -2.03788 4.02478 1.70466
H 1.58453 -1.62299 -3.65212
C -1.74100 -0.99894 -2.92081
H -1.22124 -1.03255 -3.90122
H 1.98046 0.04110 0.94773
H 1.00694 -2.51690 -1.17949
H -1.48744 1.88945 -1.07848
H -2.56620 0.93518 -3.37390
C -1.39706 3.45320 1.01744
C -0.92388 -1.70101 -1.87475
H 2.10589 -3.69239 1.85963
H 2.59504 -2.27268 0.93437
C 1.84323 -3.04915 1.00810
C 1.18737 0.54395 0.48438
C -0.03134 -2.76647 3.22453
H 1.21938 0.26889 -0.63920
P 0.07234 2.80381 1.93397
C -0.64371 1.37301 3.23820
H 0.61584 2.10277 -1.99596
C 0.86706 0.35377 -3.23320
C 0.54866 -1.72626 -1.76824
*
```

Values from the calculation:
<S²>: 6.019
M, g mol⁻¹: 483.5
Frontier orbital gap (spin up / spin down), eV: 5.4 / 6.4
E_HOMO (spin up / spin down), eV: -12.4 / -15.3
E_LUMO (spin up / spin down), eV: -6.94 / -8.89
E, Eh: -1431.15943

***

The following is a DFT calculation (wB97M-V/def2-TZVPD) of a cluster of 10 separate species, C16H35Cl18NO in total in a non-equilibrium geometry.

```
! RIJCOSX wB97M-V def2-TZVPD def2/J DEFGRID3
* xyz 0 1
C 3.03579 1.79249 -0.85295
H -2.52796 6.99079 0.87831
Cl 4.94583 -2.97706 -0.07485
Cl 3.96570 0.30680 -1.08368
Cl 1.73883 1.92308 -2.04704
H -1.50075 1.11230 0.43690
H 3.11819 -1.79633 -3.94014
Cl -3.03919 -1.70962 3.00228
Cl -3.97635 -1.84952 5.75937
H -5.26433 -1.64317 3.79069
Cl 0.80549 -1.71365 -3.46929
H -4.36669 -0.14537 4.17177
C -4.31066 -1.23603 4.13545
Cl 2.82885 -3.42617 -2.25575
H -6.99145 -1.85459 -0.60361
C 0.00578 5.64955 -3.09406
H 6.23718 -5.32471 -4.55405
C -1.62944 1.09523 5.20999
H 0.12395 -0.21061 -1.07672
H -2.04258 1.15830 -1.38295
H 5.16885 5.42059 1.14425
Cl 8.12050 -4.64286 -3.30299
H -1.35042 -3.89294 -0.02896
H -2.49786 1.75842 5.22193
H 2.59830 1.78646 0.14838
H 3.70416 2.65049 -0.95837
C 2.51171 -1.87104 -3.03422
C 6.49447 -5.31030 -3.49217
Cl 2.83142 5.48718 1.47476
O -4.45047 -0.17696 -0.98918
C -0.33054 -3.28485 -0.05486
H -5.74465 -1.15531 1.43756
Cl 4.82612 -5.88826 -0.17469
Cl -1.40276 4.81736 -2.42420
H 5.78582 -4.67999 -2.94937
Cl -0.42536 1.70279 6.35282
Cl -0.36315 6.48724 0.08018
Cl 6.40480 -6.95713 -2.85583
H 0.17437 5.29818 -4.11495
Cl 1.45199 5.32988 -2.12903
C 4.32191 5.83012 0.58829
C -0.89569 -0.74463 -0.76270
H -1.24736 7.60275 1.96458
H -5.14199 -1.59920 -2.42318
H 2.77853 -1.06683 -2.34426
H -1.36583 -1.79320 1.32929
H 0.09760 -3.22111 -1.14680
H -3.84331 0.82013 0.79851
H 4.43513 6.91229 0.48783
H -4.84193 -2.64307 1.45233
Cl -0.97482 1.03368 3.56898
C -3.43632 -0.04055 0.07839
H -3.31853 -0.99163 0.75751
H 6.23099 -4.53182 1.15329
H -1.92975 0.08870 5.51117
H -0.18661 6.72516 -3.10114
C -4.72584 -1.58957 -1.30483
Cl 4.28546 5.10325 -1.02279
C 5.85200 -4.48107 0.12962
H -1.29225 -1.38000 -1.66753
C -1.56716 6.76110 1.34533
H 6.68783 -4.49132 -0.57415
C -5.89885 -2.28171 -0.38245
C -0.53968 -1.72286 0.50354
H -3.71939 -2.21823 -1.35290
N -5.69428 -2.14621 1.11141
H -5.89977 -3.43998 -0.66739
Cl -1.75161 5.33118 2.36822
H 0.39525 -3.84095 0.69078
H 0.48419 -1.46275 1.04712
C -1.96139 0.45763 -0.43681
*
```

Values from the calculation:
M, g mol⁻¹: 895.6
Frontier orbital gap, eV: 9.1
SMILES: CCCCCOCCN.ClCCl.ClCCl.ClCCl.ClCCl.ClCCl.ClCCl.ClCCl.ClCCl.ClCCl
E_HOMO, eV: -8.7
E_LUMO, eV: 0.40
E, Eh: -9043.88941

***

The following is a DFT calculation (wB97M-V/def2-TZVPD) of a cluster of 4 separate species, C16H35ClFN3O6S2 in total in a non-equilibrium geometry.

```
! RIJCOSX wB97M-V def2-TZVPD def2/J DEFGRID3
* xyz 0 1
C 3.84688 0.54119 -5.96905
H 1.55041 -1.66044 2.93913
C -0.24152 0.25378 0.62341
C 0.14770 2.42740 -4.56260
H -3.58804 -3.71003 6.18357
S 0.81620 2.57200 2.67434
C 1.09079 0.38307 1.36542
H 0.15199 -4.61640 2.83132
H -1.60852 3.18468 -1.66957
F -0.11926 2.77474 3.90327
C 4.18872 1.75089 -8.15138
H 4.01372 -0.42697 -6.44265
H 5.15532 2.14272 -7.82264
O 3.00219 2.79001 -6.30718
H -5.28346 -2.73544 2.95567
C -1.37975 3.24966 -2.73380
H 2.89638 0.39385 3.32741
H 1.54971 -0.59654 1.44918
H -2.95485 -3.47264 3.30329
H 3.17218 0.40250 -5.12392
C -3.90852 -2.31763 4.56378
H 1.78634 1.00010 0.79082
C -4.38092 -3.42672 5.49117
H 3.83807 3.14164 -5.98150
H 3.75471 2.46840 -8.84739
C 1.87623 0.31129 3.70357
O 0.24975 -3.09787 1.42336
C -0.42241 -3.96982 2.18995
O 0.04047 2.90847 1.52814
H -0.70056 2.09539 -5.16950
H -4.65276 -4.31178 4.90944
N 0.91986 0.92313 2.74235
H 0.20405 -1.54042 5.60288
H 2.26926 -1.58384 4.52588
C 3.27269 1.54751 -6.95476
N -1.92281 -2.90122 1.11423
C -4.99696 -1.89264 3.59036
H -0.40070 -2.21498 4.07846
H 0.40544 3.44311 -4.86053
H 4.36387 0.81351 -8.68067
H -2.26961 2.94152 -3.29007
H -1.06948 0.25905 1.32975
N -1.70721 -3.90423 2.05101
O 2.04707 3.21761 2.97789
H -0.38848 1.06440 -0.08355
H 2.29803 1.19891 -7.30087
C 0.11027 -1.37225 4.53172
C -0.20569 2.35067 -3.08758
C 1.48773 -1.15142 3.89848
C -0.76174 -2.44676 0.76464
H -3.59898 -1.45656 5.15947
Cl 1.87678 1.12641 5.28089
S -0.36977 -1.22562 -0.40798
H -1.24213 0.69480 -3.20478
H -4.63805 -1.09395 2.94148
H -5.25321 -3.11710 6.06827
H 0.99615 1.78521 -4.79045
H 0.66173 2.64045 -2.49147
H 4.80379 0.90027 -5.57986
O -0.47815 0.99914 -2.70264
H -0.51273 -0.48787 4.40653
H -5.88575 -1.54274 4.11737
H -1.16753 4.29055 -2.97975
O -2.73491 -2.71416 3.85822
*
```

Values from the calculation:
M, g mol⁻¹: 484.1
Frontier orbital gap, eV: 10.2
SMILES: CC[C@H](Cl)N(CCSc1nnco1)S(=O)(=O)F.CC(C)O.CC(C)O.CC(C)O
E_HOMO, eV: -9.7
E_LUMO, eV: 0.57
E, Eh: -2602.72855